(1)
The molecule C5H5NO in a non-equilibrium geometry. Source: the OMol25 dataset; level of theory: the ωB97M-V functional and the def2-TZVPD basis.

```
12
C5H5NO (the ωB97M-V functional and the def2-TZVPD basis)
O 0.081 0.763 2.516
C 0.572 0.199 1.570
C -0.257 -0.573 0.575
C -1.162 0.124 -0.385
C 0.071 -0.588 -0.899
C 1.170 0.218 -1.382
N 2.049 0.871 -1.758
H 1.669 0.182 1.410
H -0.605 -1.520 0.980
H -1.144 1.210 -0.406
H -2.124 -0.323 -0.613
H -0.062 -1.524 -1.433
```

Calculated values
Maximum force   1.14 eV/A
E_LUMO   0.016 Ha
Structure (SMILES)   N#C[C@@H]1C[C@@H]1C=O
Frontier orbital gap   10.81 eV
ΔE to the lowest compared entry with this formula, charge and spin   1.500 eV

Atom charges from the natural (NBO) analysis, given in e for atoms 1 to 5: O -0.4863; C 0.4334; C -0.3148; C -0.3624; C -0.3444


(2)
A structure of composition C5H5NO in a non-equilibrium geometry. Source: the OMol25 dataset; level of theory: the ωB97M-V functional and the def2-TZVPD basis.

```
12
C5H5NO (the ωB97M-V functional and the def2-TZVPD basis)
O -0.038 1.308 -1.097
C 0.780 0.681 -0.021
C 0.901 -0.797 -0.233
C -0.169 0.328 1.148
C -0.223 -1.030 0.459
C -1.131 0.689 -1.400
N -2.123 0.157 -1.695
H 1.621 1.373 0.054
H 1.641 -1.419 -0.712
H -1.039 0.968 1.307
H 0.392 0.204 2.078
H -0.911 -1.864 0.530
```

Calculated values
Maximum force   1.14 eV/A
E_LUMO   0.030 Ha
Frontier orbital gap   10.92 eV
ΔE to the lowest compared entry with this formula, charge and spin   3.077 eV

Atom charges from the natural (NBO) analysis, given in e for atoms 1 to 5: O -0.4909; C 0.0769; C -0.2510; C -0.4435; C -0.1113


(3)
A cluster of 2 separate species, C5H5NO in total in a non-equilibrium geometry. Source: the OMol25 dataset; level of theory: the ωB97M-V functional and the def2-TZVPD basis.

```
12
C5H5NO (the ωB97M-V functional and the def2-TZVPD basis)
O 1.192 1.206 2.498
C 0.424 0.522 2.016
C 0.969 -0.762 -0.540
C 2.169 -0.862 -0.508
C -1.041 0.755 -0.614
C -0.497 -0.665 -0.606
N -1.904 1.244 0.174
H 3.227 -1.007 -0.542
H -0.617 1.405 -1.388
H -0.959 -1.243 0.206
H -0.780 -1.129 -1.554
H -2.185 0.533 0.858
```

Calculated values
Maximum force   1.69 eV/A
E_LUMO   0.037 Ha
Frontier orbital gap   11.01 eV
ΔE to the lowest compared entry with this formula, charge and spin   2.708 eV

Atom charges from the natural (NBO) analysis, given in e for atoms 1 to 5: O -0.5015; C 0.5009; C 0.0021; C -0.2454; C 0.1545